Entry 1:
Density functional theory data (ωB97M-V/def2-TZVPD) for a cluster of 5 separate species, CH12O4S2 in total in a non-equilibrium geometry.

Results
Charge   0
Structure (SMILES)   CSS.O.O.O.O
Gap between HOMO and LUMO   9.037 eV
HOMO   -8.836 eV

Each line ends with the natural charge from an NBO analysis.
Element x y z (Å)
C -2.096 1.486 -1.660  -0.772
S -2.172 0.313 -0.340  0.056
S -2.821 -1.367 -1.390  -0.134
H -1.410 2.226 -1.229  0.263
H -1.465 0.948 -2.395  0.225
H -3.042 1.720 -2.157  0.236
H -3.651 -1.737 -0.438  0.135
O 2.633 0.478 -0.363  -0.953
H 3.441 0.243 -0.823  0.477
H 2.803 1.216 0.224  0.476
O 0.362 2.201 0.790  -0.941
H 0.169 1.279 0.555  0.475
H 0.121 2.169 1.730  0.463
O 0.304 -1.377 1.747  -0.957
H 0.116 -0.984 2.603  0.473
H -0.347 -1.042 1.128  0.482
O 2.703 -2.554 0.439  -0.949
H 2.086 -3.286 0.533  0.459
H 2.269 -1.934 1.044  0.487

Entry 2:
Density functional theory data (ωB97M-V/def2-TZVPD) for a cluster of 2 separate species, C4H13NO in total in a non-equilibrium geometry.

Results
Charge   0
Structure (SMILES)   CCN(C)C.O
Gap between HOMO and LUMO   9.700 eV
HOMO   -8.923 eV

Each line ends with the natural charge from an NBO analysis.
Element x y z (Å)
C 0.476 0.203 2.214  -0.615
C -0.115 -0.361 0.912  -0.236
N -1.252 0.329 0.244  -0.427
C -0.624 1.446 -0.421  -0.418
C -1.792 -0.491 -0.758  -0.407
H 1.020 -0.660 2.633  0.214
H -0.306 0.507 2.930  0.212
H 1.184 1.039 2.091  0.202
H 0.771 -0.545 0.275  0.179
H -0.498 -1.344 1.248  0.190
H 0.042 1.971 0.284  0.202
H -1.352 2.170 -0.822  0.199
H -0.017 1.058 -1.256  0.153
H -1.038 -0.828 -1.489  0.151
H -2.601 0.028 -1.300  0.201
H -2.217 -1.377 -0.257  0.199
O 2.917 -0.849 -1.859  -0.941
H 2.111 -0.641 -2.384  0.470
H 3.290 -1.654 -2.284  0.471

Entry 3:
Density functional theory data (ωB97M-V/def2-TZVPD) for a cluster of 8 separate species, C26H69N3O5 in total in a non-equilibrium geometry.

Results
Charge   0
Structure (SMILES)   CCN(CC)CC.CCN(CC)CC.CCN(CC)CC.C1CCOC1.CO.CO.CO.CO
Gap between HOMO and LUMO   8.750 eV
HOMO   -8.125 eV

Each line ends with the Mulliken charge.
Element x y z (Å)
C -0.082 -3.778 -1.262  -1.065
C -1.505 -3.235 -1.290  0.529
N -2.268 -3.843 -2.375  0.305
C -3.346 -2.946 -2.862  -0.535
C -2.749 -1.696 -3.487  -1.006
C -2.706 -5.187 -2.062  -0.705
C -2.706 -6.155 -3.244  -1.180
H -0.058 -4.720 -0.694  0.367
H 0.607 -3.183 -0.656  0.056
H 0.336 -4.031 -2.232  0.370
H -1.994 -3.283 -0.304  0.216
H -1.485 -2.151 -1.427  -0.688
H -3.880 -3.547 -3.596  0.417
H -3.946 -2.725 -1.971  0.386
H -2.743 -0.863 -2.776  -0.011
H -1.753 -1.843 -3.897  0.303
H -3.369 -1.264 -4.280  0.469
H -3.686 -5.140 -1.548  0.403
H -2.120 -5.574 -1.224  0.467
H -2.977 -5.715 -4.199  0.323
H -3.435 -6.945 -3.032  0.359
H -1.758 -6.693 -3.262  0.269
C -5.255 5.512 -0.784  -1.359
C -4.176 4.907 0.093  -0.269
N -4.343 3.459 0.332  0.154
C -3.350 3.003 1.279  -0.288
C -3.621 1.586 1.758  -1.325
C -4.431 2.702 -0.900  -1.350
C -3.117 2.472 -1.679  0.084
H -5.139 5.244 -1.835  0.299
H -5.235 6.602 -0.740  0.407
H -6.264 5.203 -0.503  0.337
H -3.203 5.031 -0.407  0.256
H -4.119 5.411 1.055  0.443
H -2.339 3.090 0.844  0.227
H -3.376 3.668 2.144  0.496
H -3.895 0.933 0.928  0.216
H -2.920 1.111 2.440  0.274
H -4.558 1.604 2.332  0.394
H -5.127 3.153 -1.601  0.457
H -4.841 1.709 -0.695  0.334
H -2.831 3.417 -2.157  0.331
H -3.359 1.764 -2.472  0.342
H -2.249 2.157 -1.101  -0.403
C 4.224 -2.352 -1.202  -1.430
C 3.821 -1.272 -0.174  0.043
N 4.730 -1.110 0.935  0.270
C 4.762 -2.255 1.814  -0.224
C 6.219 -2.582 2.283  -1.464
C 4.456 0.112 1.680  -0.206
C 4.695 1.387 0.880  -1.488
H 5.241 -2.215 -1.560  0.343
H 3.562 -2.141 -2.047  0.265
H 3.963 -3.363 -0.896  0.380
H 3.759 -0.356 -0.763  0.160
H 2.791 -1.492 0.162  0.035
H 4.166 -2.159 2.732  0.179
H 4.451 -3.189 1.345  0.429
H 6.194 -3.597 2.684  0.430
H 6.971 -2.370 1.533  0.334
H 6.434 -1.968 3.165  0.322
H 5.136 0.154 2.536  0.523
H 3.432 0.146 2.090  0.071
H 4.719 2.209 1.602  0.438
H 3.841 1.614 0.240  0.163
H 5.646 1.359 0.354  0.363
C 1.822 2.618 3.286  -0.045
C 0.338 2.983 3.332  0.145
C -0.172 2.380 4.652  -0.568
O 0.995 1.798 5.281  -0.511
C 1.914 1.457 4.259  0.009
H 2.434 3.465 3.600  0.324
H 2.144 2.408 2.264  -0.085
H -0.234 2.585 2.490  -0.463
H 0.212 4.062 3.224  0.393
H -0.896 1.574 4.528  0.285
H -0.524 3.119 5.368  0.305
H 1.634 0.492 3.816  -0.136
H 2.935 1.367 4.632  0.387
C -0.443 0.209 0.287  0.371
O 0.395 1.361 0.157  -0.069
H -0.917 0.324 1.258  0.129
H -1.107 -0.054 -0.536  -0.191
H 0.261 -0.625 0.401  -0.204
H 0.958 1.257 -0.619  -0.001
C 2.054 -0.388 -3.589  -1.009
O 1.267 0.167 -2.543  -0.218
H 1.904 -1.453 -3.756  0.268
H 1.997 0.154 -4.536  0.341
H 3.090 -0.238 -3.258  0.332
H 0.908 1.011 -2.859  0.254
C 1.298 3.449 -2.746  -0.575
O 0.067 2.761 -2.936  -0.552
H 1.559 3.907 -3.704  0.226
H 1.204 4.262 -2.021  0.313
H 2.120 2.819 -2.392  0.205
H -0.579 3.028 -2.278  0.297
C 0.907 -2.583 3.005  -0.511
O -0.484 -2.737 2.826  -0.475
H 1.137 -2.270 4.035  0.422
H 1.399 -3.566 3.001  0.367
H 1.445 -1.895 2.359  -0.074
H -0.882 -2.987 3.659  0.275

Entry 4:
Density functional theory data (ωB97M-V/def2-TZVPD) for a structure of composition C9H23AlBe2Cl4F6N2NaO4PSSiV in a non-equilibrium geometry.

Results
Charge   +1
Gap between HOMO and LUMO   0.840 eV
HOMO   -8.700 eV

Each line ends with the natural charge from an NBO analysis.
Element x y z (Å)
C 1.960 1.119 -0.600  -0.729
C 2.685 2.448 -0.844  0.237
Cl 4.366 2.424 -1.379  0.088
C 2.047 3.629 -0.640  -0.661
Cl 2.984 5.156 -0.966  -0.041
Si 0.311 3.848 -0.036  0.906
S -0.304 5.876 -0.786  0.233
P -1.126 2.315 -0.764  1.768
N -2.579 2.929 -0.806  -1.303
O -0.814 1.759 -2.285  -0.918
O -1.212 1.098 0.371  -0.957
H 2.745 0.332 -0.589  0.266
H 1.321 0.867 -1.471  0.299
H 1.441 1.054 0.382  0.224
H 0.239 3.865 1.429  -0.026
H -0.089 5.745 -2.136  0.260
H -2.575 3.902 -0.525  0.357
H -0.813 0.792 -2.215  0.489
H -1.979 0.539 0.173  0.495
C -2.081 -2.486 -1.753  -0.626
C -1.335 -3.158 -0.601  -0.226
N -2.143 -3.315 0.590  -0.424
C -1.367 -3.665 1.771  -0.229
C -0.642 -5.019 1.776  -0.683
C -3.398 -4.036 0.421  -0.233
C -3.332 -5.465 -0.134  -0.626
H -2.503 -1.532 -1.442  0.263
H -1.386 -2.293 -2.582  0.216
H -2.891 -3.108 -2.144  0.118
H -0.480 -2.521 -0.364  0.250
H -0.921 -4.122 -0.951  0.131
H -2.010 -3.604 2.652  0.222
H -0.616 -2.885 1.922  0.251
H -1.350 -5.860 1.927  0.154
H 0.080 -5.038 2.617  0.205
H -0.074 -5.202 0.864  0.258
H -4.042 -3.447 -0.240  0.198
H -3.936 -4.051 1.371  0.227
H -2.659 -5.553 -0.994  0.146
H -4.325 -5.773 -0.468  0.239
H -3.018 -6.182 0.622  0.213
Be 4.413 6.580 -0.096  1.451
F 2.319 1.409 -2.963  -0.881
Cl -2.263 5.924 -1.803  -0.017
Na -2.275 -4.336 -3.358  0.990
F 3.418 7.277 -1.836  -0.764
Be -0.499 -6.452 3.723  1.088
Cl 1.173 -5.065 5.146  -0.543
F 2.428 2.258 5.274  -0.780
Al 1.904 1.731 3.715  2.174
F 2.145 3.029 2.548  -0.803
F 0.216 1.322 3.767  -0.791
F 2.821 0.344 3.221  -0.788
O 7.981 8.868 -3.720  -0.850
V 6.684 8.206 -2.853  1.578
O 5.356 7.520 -1.940  -1.099

Entry 5:
Density functional theory data (ωB97M-V/def2-TZVPD) for a cluster of 5 separate species, C26H47BF2IN4O16 in total in a non-equilibrium geometry.

Results
Charge   +1
Gap between HOMO and LUMO   8.149 eV
HOMO   -12.061 eV

Each line ends with the Mulliken charge.
Element x y z (Å)
C 2.008 -3.395 -3.523  -0.971
B 1.964 -3.896 -2.054  0.994
O 2.165 -5.221 -1.756  -0.759
C 1.717 -2.918 -0.761  1.882
C 2.309 -1.564 -1.114  -1.971
O 1.738 -0.842 -1.880  -0.471
N 3.558 -1.159 -0.478  0.500
C 3.490 0.136 0.060  0.446
O 4.019 1.109 -0.343  -0.479
F 2.746 0.129 1.178  -0.176
N 2.206 -3.623 0.467  0.210
C 3.549 -3.645 1.070  -0.433
C 4.699 -3.816 0.110  0.224
O 5.650 -3.120 0.085  -0.460
F 4.571 -4.849 -0.716  -0.240
C 1.236 -4.277 1.007  -0.031
C 1.336 -5.142 2.209  -1.312
N 1.567 -4.299 3.402  -0.471
C -0.091 -4.023 0.366  0.625
C -0.663 -5.218 -0.406  -1.720
C 0.196 -2.690 -0.398  -0.240
N -0.719 -2.502 -1.479  -0.142
C 0.007 -1.577 0.669  0.266
C -1.384 -0.948 0.736  -0.776
C -2.482 -1.882 1.241  -1.345
I -2.253 -2.235 3.352  -0.012
H 1.681 -4.198 -4.185  0.363
H 1.409 -2.515 -3.735  0.370
H 3.047 -3.189 -3.792  0.320
H 1.519 -5.797 -2.177  0.347
H 4.304 -1.115 -1.176  0.272
H 3.609 -4.425 1.826  0.860
H 3.730 -2.702 1.574  0.277
H 0.377 -5.644 2.311  0.484
H 2.097 -5.916 2.110  0.441
H 1.534 -3.312 3.176  0.249
H 0.823 -4.446 4.073  0.349
H -0.741 -3.905 1.233  0.285
H -0.390 -5.224 -1.456  0.354
H -0.253 -6.142 0.002  0.394
H -1.741 -5.265 -0.310  0.419
H -0.745 -3.263 -2.140  0.372
H -0.598 -1.615 -1.947  0.381
H 0.715 -0.760 0.539  -0.395
H 0.214 -1.975 1.662  -0.240
H -1.300 -0.140 1.463  0.355
H -1.698 -0.476 -0.190  0.515
H -3.439 -1.383 1.154  0.652
H -2.486 -2.833 0.730  0.435
C 0.998 2.935 1.788  -0.712
O 0.202 2.647 2.943  -0.018
C 0.579 3.321 4.036  0.566
O 1.490 4.098 4.098  -0.545
O -0.227 2.974 5.037  -0.253
C 0.062 3.627 6.280  -0.710
H 0.591 2.329 0.981  0.103
H 0.920 3.986 1.521  0.401
H 2.037 2.668 1.960  0.304
H -0.046 4.704 6.179  0.305
H 1.067 3.382 6.615  0.303
H -0.664 3.253 6.994  0.230
C -2.850 2.488 3.106  -0.611
O -3.063 2.950 1.767  -0.146
C -4.150 3.709 1.614  0.665
O -4.922 4.012 2.483  -0.531
O -4.227 4.068 0.335  -0.329
C -5.356 4.894 0.022  -0.631
H -1.951 1.892 3.086  0.026
H -2.710 3.322 3.788  0.369
H -3.685 1.869 3.434  0.387
H -5.318 5.825 0.583  0.298
H -6.286 4.371 0.232  0.295
H -5.299 5.110 -1.040  0.222
C 8.708 0.152 -4.293  -0.618
O 9.100 -1.163 -3.882  -0.340
C 8.153 -1.859 -3.272  0.783
O 7.028 -1.481 -3.047  -0.547
O 8.646 -3.052 -2.944  -0.322
C 7.692 -3.876 -2.276  -0.521
H 9.578 0.591 -4.770  0.215
H 7.887 0.101 -5.005  0.289
H 8.422 0.752 -3.432  0.296
H 6.833 -4.057 -2.922  0.238
H 7.375 -3.408 -1.354  0.222
H 8.178 -4.822 -2.054  0.318
C -7.328 7.610 -3.904  -0.603
O -8.678 7.881 -3.521  -0.312
C -9.135 7.117 -2.532  0.827
O -8.517 6.252 -1.966  -0.547
O -10.389 7.472 -2.278  -0.319
C -11.014 6.729 -1.228  -0.619
H -7.097 8.301 -4.709  0.209
H -6.651 7.783 -3.070  0.277
H -7.228 6.587 -4.261  0.289
H -10.480 6.867 -0.291  0.292
H -11.059 5.672 -1.481  0.290
H -12.021 7.125 -1.136  0.218

Entry 6:
Density functional theory data (ωB97M-V/def2-TZVPD) for a structure of composition C11H16FN5O6OsS.

Results
Charge   0
Gap between HOMO and LUMO (spin up / spin down)   8.331 / 6.847 eV
<S²>   6.0151
Multiplicity   5
HOMO (spin up / spin down)   -8.030 / -8.697 eV

Each line ends with the natural charge from an NBO analysis.
Element x y z (Å)
Os -0.413 0.223 -0.002  1.921
O -3.773 -1.394 0.331  -0.905
S -3.039 -0.335 -0.260  2.545
O -3.733 0.621 -1.063  -0.952
O -2.178 0.438 0.836  -0.913
O -1.774 -0.860 -1.026  -0.934
F 1.217 0.055 -1.001  -0.608
C 2.031 4.798 1.592  -0.395
N 1.680 3.419 1.925  -0.417
C 2.129 2.824 3.076  0.090
C 1.855 1.553 3.389  -0.378
C 1.064 0.763 2.470  0.641
O 0.769 -0.413 2.636  -0.637
N 0.623 1.414 1.316  -0.714
C 0.913 2.723 1.011  0.794
O 0.528 3.265 -0.014  -0.673
H 2.494 5.249 2.465  0.206
H 1.138 5.353 1.320  0.229
H 2.723 4.827 0.752  0.216
H 2.721 3.461 3.719  0.217
H 2.209 1.098 4.299  0.246
N 0.476 -2.116 0.386  -0.807
C 0.092 -3.099 -0.561  0.137
C 0.705 -3.134 -1.806  -0.212
C 0.290 -4.062 -2.749  -0.203
C -0.736 -4.951 -2.462  -0.233
C -1.347 -4.902 -1.217  -0.182
C -0.935 -3.981 -0.266  -0.241
H 0.210 -2.270 1.348  0.420
H 1.426 -1.784 0.310  0.408
H 1.492 -2.424 -2.033  0.215
H 0.771 -4.086 -3.719  0.213
H -1.060 -5.671 -3.201  0.215
H -2.156 -5.582 -0.982  0.217
H -1.428 -3.930 0.699  0.220
N -0.720 1.605 -1.944  -0.639
N -1.634 2.711 -1.927  -0.656
H 0.215 1.966 -2.095  0.400
H -0.994 0.980 -2.693  0.391
H -2.543 2.331 -1.677  0.383
H -1.310 3.317 -1.182  0.375

Entry 7:
Density functional theory data (ωB97M-V/def2-TZVPD) for an isolated molecule of C4H9PS in a non-equilibrium geometry.

Results
Charge   0
Gap between HOMO and LUMO (spin up / spin down)   7.634 / 7.550 eV
HOMO (spin up / spin down)   -8.042 / -8.025 eV

Each line ends with the natural charge from an NBO analysis.
Element x y z (Å)
C -0.582 0.773 -1.317  -0.262
C -1.240 -0.208 -0.530  -0.528
C 1.607 0.555 -0.175  -0.786
C -0.897 -0.278 0.946  -0.644
P 0.953 -0.691 0.921  1.052
S 1.737 -0.845 2.764  -0.626
H -0.304 0.477 -2.357  0.208
H -0.587 1.924 -1.254  0.231
H -2.337 -0.031 -0.623  0.249
H -1.077 -1.186 -0.865  0.219
H 1.948 0.130 -1.064  0.231
H 1.861 1.468 0.373  0.248
H -0.791 0.643 1.326  0.217
H -1.450 -0.944 1.688  0.258
H 1.158 -1.788 0.168  -0.068

Entry 8:
Density functional theory data (ωB97M-V/def2-TZVPD) for a structure of composition C24H20FFeN3O3S in a non-equilibrium geometry.

Results
Charge   -1
Gap between HOMO and LUMO (spin up / spin down)   6.848 / 6.787 eV
<S²>   8.7876
Multiplicity   6
HOMO (spin up / spin down)   -4.273 / -4.487 eV

Each line ends with the natural charge from an NBO analysis.
Element x y z (Å)
Fe 0.771 0.236 -0.371  1.537
N 2.895 -0.097 0.377  -0.856
C 2.844 0.144 1.820  -0.301
C 1.888 1.312 2.102  0.647
O 2.177 2.145 2.962  -0.682
N 0.807 1.298 1.318  -0.763
C 0.035 2.538 1.277  -0.228
C 0.107 2.204 -1.420  0.429
O -0.532 3.303 -2.112  -0.538
O -0.179 0.982 -1.917  -0.833
H 3.442 -0.909 0.121  0.382
H 3.240 0.721 -0.120  0.405
H 3.812 0.389 2.263  0.196
H 2.463 -0.759 2.306  0.196
H 0.701 3.389 1.431  0.233
H -0.707 2.563 2.084  0.192
S -3.512 2.392 -0.466  0.370
C -4.105 0.778 -0.239  -0.150
C -5.396 0.277 -0.373  -0.243
C -5.602 -1.070 -0.146  -0.229
C -4.540 -1.911 0.207  -0.223
C -3.259 -1.418 0.343  -0.193
C -3.037 -0.058 0.121  0.084
N -1.816 0.574 0.212  -0.499
C -1.909 1.834 -0.054  0.199
C -0.679 2.665 -0.074  -0.214
C -0.777 3.988 -0.865  0.070
C 0.301 4.999 -0.603  -0.260
C 1.608 4.717 -0.696  -0.174
C 2.225 3.396 -0.876  -0.386
C 1.586 2.244 -1.128  -0.250
H -6.219 0.922 -0.652  0.211
H -6.599 -1.482 -0.248  0.205
H -4.729 -2.964 0.373  0.208
H -2.425 -2.055 0.606  0.232
H -1.759 4.471 -0.876  0.176
H -0.005 6.017 -0.390  0.195
H 2.300 5.539 -0.532  0.192
H 3.291 3.388 -0.648  0.184
F 2.914 -6.935 -0.668  -0.348
C 2.335 -5.707 -0.541  0.342
C 2.290 -5.111 0.702  -0.279
C 1.698 -3.865 0.826  -0.219
C 1.141 -3.194 -0.281  -0.036
C 0.538 -1.904 -0.148  -0.756
C 1.215 -3.850 -1.527  -0.207
C 1.805 -5.094 -1.660  -0.277
H 2.713 -5.621 1.557  0.217
H 1.659 -3.396 1.802  0.203
H -0.022 -1.537 -1.014  0.201
H 0.352 -1.531 0.858  0.213
H 0.798 -3.366 -2.402  0.210
H 1.855 -5.590 -2.620  0.218

Entry 9:
Density functional theory data (ωB97M-V/def2-TZVPD) for an isolated molecule of C7H7Cl3N2O2 in a non-equilibrium geometry.

Results
Charge   0
Structure (SMILES)   C/N=C(\Cl)[C@H]1ON(O)C=C(Cl)C=C1Cl
Gap between HOMO and LUMO   8.469 eV
HOMO   -8.225 eV

Each line ends with the natural charge from an NBO analysis.
Element x y z (Å)
C -2.114 0.032 -1.302  -0.432
N -0.913 0.319 -0.553  -0.370
C -0.794 1.184 0.270  0.288
Cl -2.006 2.428 0.719  -0.095
C 0.476 1.365 1.031  -0.020
O 0.872 0.336 1.816  -0.353
N 1.248 -0.854 1.154  0.100
O 1.029 -1.945 2.025  -0.568
C 2.572 -0.927 0.765  -0.044
C 3.202 0.050 0.063  -0.099
Cl 4.780 -0.326 -0.574  0.002
C 2.793 1.391 -0.147  -0.288
C 1.608 1.902 0.131  0.003
Cl 1.385 3.564 -0.147  0.022
H -2.217 -1.007 -1.277  0.213
H -2.905 0.615 -0.853  0.197
H -2.002 0.415 -2.255  0.216
H 0.533 2.169 1.723  0.246
H 0.178 -2.419 1.907  0.487
H 3.074 -1.929 0.964  0.247
H 3.315 1.967 -0.917  0.248

no.,electronic energy (a.u.)
1,-1142.60377
2,-290.15727
3,-1572.31919
4,-5613.82824
5,-2963.91246
6,-1742.73238
7,-897.22204
8,-3078.25705
9,-1911.31481